# CH5N3O

A single CH5N3O molecule (wB97M-V/def2-TZVPD, the OMol25 dataset).

Atoms and positions in Å:
C -1.0626 -0.3566 -0.1754
N 0.2501 0.1761 -0.0488
N 0.7565 0.4436 1.2008
N 1.0403 0.5049 -1.0341
O 0.6721 0.1534 -2.2335
H -2.0334 0.2371 0.1141
H -1.3601 -0.5451 -1.2195
H -1.0337 -1.2201 0.4766
H 1.0389 -0.3813 1.7102
H 1.7319 0.9879 1.2098

Forces on atoms 1 to 6 (eV/Å):
C -2.9 0.0 0.1
N 0.9 1.2 -1.7
N 2.6 2.2 2.2
N -0.7 -1.7 -3.8
O 0.6 1.5 4.2
H 2.4 -0.1 0.3

Values from the calculation:
energy above the lowest of the compared OMol25 structures with the same formula, charge and spin	3.905	eV
Kohn-Sham gap	0.3691	hartree
total energy	-7631.7321	eV
lowest unoccupied orbital energy	0.810	eV
structure (SMILES)	CN(N)N=O